No. 1
Computed, not measured: C14H25BBaF4NO6 as an isolated structure in a non-equilibrium geometry, with ωB97M-V with the def2-TZVPD basis set.

Results
LUMO energy = -3.6 eV
charge = +1
orbital gap = 7.90 eV
energy above the lowest of the compared OMol25 structures with the same formula, charge and spin = 9.4 kcal per mole

Structure (XYZ):
```
52
Properties=species:S:1:pos:R:3:forces:R:3
Ba 1.041156 -1.662669 -0.575937 -0.293 0.606 0.508
B 0.969843 1.321620 0.788509 -1.153 2.962 1.012
F 0.179271 0.986539 -0.348408 -0.349 -0.157 -0.923
F 2.176182 1.864496 0.495355 0.812 1.116 -0.962
F 0.219413 2.186943 1.658524 0.751 -1.550 -1.107
F 1.298179 0.100483 1.296633 -0.085 -2.897 1.779
C -3.259080 3.431289 -2.648037 0.346 0.298 -1.835
C -4.255017 4.287262 -2.279658 -1.264 0.673 1.407
C -4.567400 4.464010 -0.922650 0.584 -0.054 -0.084
C -3.806262 3.818335 0.067843 0.010 0.246 -2.097
C -2.773533 2.940805 -0.372647 0.108 1.265 0.782
C -2.438003 2.863673 -1.739361 -0.445 -1.341 2.448
N -4.050331 4.136566 1.494925 -2.179 1.148 0.577
O -4.866721 5.058757 1.833342 2.345 -2.359 -1.529
O -3.491287 3.415330 2.278385 0.291 -0.011 0.437
H -3.024810 3.161805 -3.667302 -0.271 0.567 -0.400
H -4.848777 4.907997 -2.934296 0.058 -0.428 -0.531
H -5.399137 5.121082 -0.715624 0.164 0.068 0.514
H -2.174025 2.454119 0.382420 0.146 -0.047 0.022
H -1.642737 2.224507 -2.093489 0.169 -0.047 0.333
C -2.793631 -1.947521 -0.346920 -0.567 0.331 -2.535
O -1.541801 -2.435199 0.051602 1.190 0.515 0.101
C -1.681432 -3.210179 1.204239 0.337 -0.935 1.367
C -0.350663 -3.901591 1.651664 -2.300 0.873 -1.492
O 0.628712 -2.905943 1.815336 0.415 0.075 -1.782
C 0.864635 -2.520247 3.127867 0.238 -0.684 1.984
H -3.436067 -1.430215 0.365664 0.594 0.023 0.375
H -3.373620 -2.715104 -0.859287 -0.209 -0.623 0.589
H -2.568095 -1.335979 -1.220558 -0.125 0.777 0.338
H -2.409842 -3.959726 0.894891 -0.249 -0.366 0.914
H -2.001012 -2.557565 2.016678 -0.500 -0.130 0.103
H -0.172787 -4.532178 0.780556 1.023 -0.310 0.172
H -0.546480 -4.514066 2.531791 0.266 0.073 0.053
H 1.147337 -3.443734 3.633188 0.224 0.094 0.537
H -0.017941 -2.142545 3.644105 -0.154 0.239 -0.239
H 1.676961 -1.802746 3.243700 -0.168 0.035 -0.559
C 4.225486 -2.754562 1.114294 -0.574 0.528 1.545
O 3.623036 -1.732203 0.320564 0.898 0.993 -0.658
C 4.578033 -1.049736 -0.531818 0.457 -1.609 -1.969
C 4.085888 0.155950 -1.303804 -1.304 -0.358 2.246
O 2.687626 -0.032436 -1.723338 2.095 0.876 -1.168
C 2.509018 0.785413 -2.906566 -1.071 0.545 0.101
H 4.270327 -3.737748 0.645870 0.247 0.212 -0.229
H 3.609561 -2.790262 2.012880 -0.482 -0.510 -0.169
H 5.145007 -2.425602 1.598424 0.519 -0.053 -0.821
H 4.873325 -1.745818 -1.316907 -0.041 -0.727 0.004
H 5.548681 -0.797282 -0.104961 -0.335 0.127 0.916
H 4.733147 0.323205 -2.164729 -0.057 0.100 0.184
H 4.111748 0.926822 -0.533620 -0.294 0.873 -0.770
H 2.928960 0.332689 -3.804778 -0.208 -0.361 0.102
H 2.913116 1.796756 -2.861779 0.544 -0.134 0.732
H 1.445842 1.016406 -2.972776 -0.152 -0.548 -0.321
```
Forces are in eV/Å.

Atomic charges from the Mulliken analysis, expressed in e, are listed below: 2.013, 0.426, -0.438, -0.348, -0.348, -0.334, -0.391, -0.461, -0.297, -0.166, -0.166, -0.322, 0.931, -0.563, -0.548, 0.364, 0.365, 0.402, 0.516, 0.307, -0.943, -0.242, -0.493, -0.724, -0.083, -1.035, 0.363, 0.387, 0.281, 0.438, 0.366, 0.254, 0.454, 0.416, 0.380, 0.228, -0.788, -0.125, -0.670, -0.507, -0.185, -0.941, 0.306, 0.149, 0.366, 0.357, 0.435, 0.481, 0.214, 0.353, 0.359, 0.206

---

No. 2
Computed, not measured: C13H38NbO5S5 as an isolated structure in a non-equilibrium geometry, with ωB97M-V with the def2-TZVPD basis set.

Results
LUMO energy = 2.2 eV
charge = -1
orbital gap = 7.02 eV
energy above the lowest of the compared OMol25 structures with the same formula, charge and spin = 0.0 kcal per mole

Structure (XYZ):
```
62
Properties=species:S:1:pos:R:3:forces:R:3
C 1.926339 -3.142606 0.494428 -0.251 -0.023 0.167
C 0.918147 -2.474840 0.445188 0.414 0.038 0.021
C -0.234296 -1.629981 0.389980 -0.168 -0.341 0.007
Nb -2.209175 -2.843467 0.419362 0.718 0.431 -0.853
H 2.604753 -3.939898 0.651517 0.216 -0.064 -0.100
H -0.248901 -1.086738 -0.553458 -0.099 0.183 -0.130
H -0.234873 -0.937783 1.228338 -0.137 0.194 0.140
H -2.723458 -2.004401 1.976980 -0.369 -0.429 0.178
H -3.001849 -1.493975 -0.612746 0.076 0.381 0.124
H -1.725684 -3.855346 -1.065216 -0.305 -0.464 0.112
H -1.298124 -4.013423 1.509212 -0.009 0.289 0.153
H -3.760069 -3.806810 0.551925 -0.072 -0.071 0.184
C 2.552730 0.369732 2.573622 0.019 0.012 -0.073
S 1.772672 0.035407 4.154285 0.082 -0.132 -0.038
O 0.313173 -0.034614 3.912120 -0.182 0.075 0.051
C 2.067762 1.649312 4.891519 0.108 0.136 -0.017
H 2.418478 -0.515988 1.951644 -0.027 -0.040 0.009
H 2.069015 1.227055 2.105393 -0.033 0.001 0.023
H 3.615861 0.558271 2.726761 0.006 -0.016 0.010
H 1.619345 2.422843 4.267210 -0.028 -0.041 -0.029
H 3.138102 1.822567 5.005973 0.005 -0.019 0.014
H 1.588990 1.640925 5.868637 0.009 -0.013 0.016
C 3.314337 -2.238758 -3.611365 0.029 -0.089 0.055
S 4.013097 -0.650857 -3.180377 -0.083 0.042 -0.022
O 3.446853 0.353274 -4.127407 0.039 0.055 -0.015
C 5.677968 -1.001782 -3.767873 0.069 -0.036 -0.008
H 2.254253 -2.213477 -3.375224 -0.018 0.016 -0.042
H 3.442543 -2.407832 -4.680012 -0.052 0.031 0.003
H 3.805856 -3.011559 -3.020909 0.030 0.004 0.046
H 5.640156 -1.270753 -4.823672 -0.049 0.010 0.004
H 6.101509 -1.814584 -3.177986 0.008 -0.001 0.006
H 6.274297 -0.101288 -3.635658 -0.021 0.019 0.013
C -0.584790 3.299483 7.570473 0.068 0.029 -0.143
S -1.823986 2.584253 8.654019 -0.032 -0.026 -0.041
O -1.341075 2.781529 10.046147 0.041 0.003 0.065
C -1.482866 0.878267 8.212324 0.002 -0.062 -0.056
H -0.592083 4.377551 7.714369 -0.038 0.006 0.038
H 0.395557 2.899200 7.829344 -0.018 -0.015 0.051
H -0.834868 3.063899 6.535663 0.000 0.001 -0.007
H -0.438126 0.652234 8.424544 0.004 0.028 0.024
H -1.703282 0.721947 7.156088 0.000 -0.007 -0.005
H -2.128228 0.247310 8.818790 -0.019 0.011 0.018
C 0.561077 0.736690 -6.021235 0.100 0.143 -0.022
S -0.089940 -0.544479 -4.950892 0.048 0.035 0.129
O 0.733755 -1.762588 -5.192923 -0.004 -0.110 -0.127
C -1.633461 -0.755782 -5.827543 -0.083 0.047 -0.109
H 1.554450 0.985726 -5.650454 0.003 -0.049 0.033
H 0.623794 0.356573 -7.041543 -0.024 -0.044 0.011
H -0.094517 1.606511 -5.969100 -0.016 -0.011 0.021
H -1.433125 -1.047877 -6.859809 0.074 0.003 0.031
H -2.164274 0.195447 -5.767537 -0.084 -0.163 -0.002
H -2.197304 -1.538673 -5.324045 -0.002 0.024 0.042
C -5.282083 1.879198 -3.276776 -0.102 -0.019 -0.052
S -3.569995 2.414959 -3.337414 -0.004 0.034 0.107
O -2.974494 1.799400 -4.558594 -0.019 0.061 -0.013
C -3.033411 1.449812 -1.928869 0.088 -0.091 0.007
H -5.804885 2.339930 -4.112375 0.014 0.015 -0.012
H -5.323199 0.793666 -3.361806 0.044 -0.002 0.006
H -5.725562 2.206667 -2.337139 -0.003 0.004 0.010
H -3.256047 0.393658 -2.081602 0.025 0.001 0.004
H -3.537605 1.812413 -1.033501 -0.005 0.012 0.006
H -1.959244 1.584437 -1.820784 0.018 0.005 -0.025
```
Forces are in eV/Å.

Atomic charges from the Mulliken analysis, expressed in e, are listed below: -0.444, 0.377, -1.348, -0.670, 0.445, 0.337, 0.386, 0.001, 0.040, -0.019, 0.041, -0.001, -0.718, 0.472, -0.586, -0.721, 0.065, 0.293, 0.391, 0.309, 0.394, 0.047, -0.874, 0.486, -0.617, -0.953, 0.227, 0.323, 0.416, 0.286, 0.349, 0.317, -0.877, 0.482, -0.625, -0.849, 0.369, 0.227, 0.344, 0.261, 0.352, 0.316, -0.838, 0.664, -0.665, -0.901, 0.236, 0.307, 0.325, 0.360, 0.292, 0.308, -0.980, 0.354, -0.592, -0.819, 0.326, 0.311, 0.379, 0.136, 0.436, 0.309